ORCA calculation (wB97M-V/def2-TZVPD) on a 2-piece molecular cluster, C4H7FO overall.

E in a.u.: -331.50282
Energy above the lowest of the compared OMol25 structures with the same formula, charge and spin in kcal per mole: 129.59
LUMO level in Eh: 0.00986

```
13
Properties=species:S:1:pos:R:3:lowdin_charge:R:1
C 1.11 0.20 0.46 -0.451
C -0.12 1.16 0.17 -0.040
C -0.87 -0.18 -0.38 -0.232
C 0.19 -0.81 0.66 -0.188
H 1.71 -1.40 -0.86 0.298
H 2.08 0.30 1.17 0.183
H -0.53 1.57 1.03 0.057
H -0.21 2.34 -0.31 0.168
H -0.83 -0.61 -1.30 0.108
H 0.42 -1.85 0.60 0.094
H -0.12 -0.85 1.74 0.147
O 1.92 -0.03 -0.72 -0.164
F -2.19 -0.16 -0.19 0.020
```